DFT (ωB97M-V with the def2-TZVPD basis set) results for a structure of composition C36H28N7O8PbS3.

energy relative to the best compared isomer or geometry (same formula, charge and spin): 0.0 kcal/mol
total energy: -102345.52346 eV
max |F|: 0.54 eV Å⁻¹

Structure (ORCA input):
```
! RIJCOSX wB97M-V def2-TZVPD def2/J DEFGRID3
* xyz 1 1
Pb -0.76 -0.01 0.22
S 1.70 0.99 2.35
S -3.13 -2.24 -0.92
S -1.71 -2.65 2.36
O -3.06 -2.20 2.47
O -0.76 -1.53 1.97
O -4.46 -2.56 -0.51
O -2.86 -2.16 -2.34
O 0.47 2.17 2.61
O -1.13 -3.34 3.50
O -0.21 4.26 2.62
O -2.64 -0.98 -0.25
N -1.18 1.12 -3.05
N 1.33 -1.21 3.91
N 2.78 -1.18 2.17
N 0.55 0.56 4.89
N -0.16 -0.82 -2.04
N 1.37 2.49 0.05
N -1.42 1.53 -1.91
C 3.47 -1.76 1.18
C 1.86 3.76 -3.38
C -1.14 -5.71 -1.01
C 1.54 3.76 -2.00
C -2.06 -3.57 -0.33
C 1.02 4.89 -1.33
C 0.74 -1.63 5.08
C -0.16 -2.08 -4.51
C 3.43 -3.12 0.96
C 0.33 -2.05 -2.18
C 0.69 4.80 -0.01
C 1.72 2.57 -1.26
C -1.91 2.86 -1.81
C -2.81 5.45 -1.43
C 0.36 3.39 2.03
C -0.92 -4.98 1.26
C -1.82 -4.54 -1.30
C 0.25 -0.53 5.68
C 0.87 3.55 0.63
C -2.79 4.56 -0.36
C 0.28 1.94 5.32
C -2.39 5.03 -2.69
C 1.89 -3.32 2.79
C -0.70 -5.94 0.28
C 2.03 -1.95 2.93
C 1.19 0.13 3.80
C -1.94 3.74 -2.89
C 2.62 -3.91 1.78
C 2.55 1.45 -3.22
C -0.66 -0.79 -4.38
C 2.25 1.42 -1.89
C -0.65 -0.21 -3.13
C 2.35 2.63 -3.98
C 0.35 -2.72 -3.39
C -1.58 -3.79 0.98
C -2.33 3.27 -0.56
H -0.21 -6.87 0.54
H -1.07 -0.25 -5.21
H -2.34 2.57 0.27
H -0.17 -2.57 -5.47
H 4.07 -1.09 0.56
H 4.01 -3.56 0.16
H -3.16 6.46 -1.29
H 0.75 -3.72 -3.45
H 1.72 4.67 -3.95
H 2.60 2.64 -5.03
H -0.67 2.28 4.92
H -2.20 -4.36 -2.30
H -0.60 -5.16 2.28
H -3.13 4.88 0.62
H 0.89 5.82 -1.87
H 2.54 -4.97 1.61
H 0.28 5.62 0.55
H -0.99 -6.45 -1.78
H -0.27 -0.42 6.62
H -2.42 5.73 -3.52
H 2.95 0.57 -3.71
H 0.71 -2.53 -1.28
H 0.26 1.93 6.40
H 0.70 -2.67 5.36
H -1.60 3.41 -3.87
H 2.39 0.53 -1.30
H 1.19 -3.86 3.41
H 1.08 2.59 4.98
*
```

Löwdin atomic charge list, values in e, 8 entries: atom 1 (Pb): 1.47, atom 2 (S): 1.09, atom 3 (S): 0.49, atom 4 (S): 0.49, atom 5 (O): -0.26, atom 6 (O): -0.56, atom 7 (O): -0.24, atom 8 (O): -0.31